No. 1
# C3H9N2P

A 2-piece molecular cluster, C3H9N2P overall in a non-equilibrium geometry (the ωB97M-V functional and the def2-TZVPD basis, the Open Molecules 2025 dataset).

XYZ file:
```
15
Properties=species:S:1:pos:R:3:forces:R:3
C 0.70509 0.39778 0.21110 -1.9 -2.0 0.2
C 0.32858 1.79467 0.40863 -0.2 0.5 0.0
C 2.07179 -1.53343 -0.05968 0.0 -0.4 0.0
N 1.79239 -0.14389 0.06198 0.2 0.9 0.1
N -2.52733 0.21048 -0.40832 -0.4 0.2 0.1
P -1.55453 -0.95227 0.40472 2.1 1.1 -0.1
H -0.49324 2.04168 -0.26306 0.0 0.1 0.0
H -0.04024 1.90349 1.42984 0.0 0.1 0.0
H 1.16812 2.47383 0.24890 0.0 0.0 0.0
H 2.51625 -1.88098 0.87587 0.0 0.0 -0.1
H 2.80248 -1.66616 -0.86010 -0.1 -0.2 0.1
H 1.16660 -2.11985 -0.26486 0.0 0.0 0.0
H -3.16454 0.68268 0.22388 0.0 -0.1 -0.1
H -3.05081 -0.15729 -1.19324 0.1 0.1 0.0
H -1.23834 -1.63862 -0.77920 0.1 -0.3 -0.1
```
Positions in Å, forces in eV/Å.

Values from the calculation:
* energy relative to the best compared isomer or geometry (same formula, charge and spin): 42.01 kcal per mole
* maximum force: 2.74 eV Å⁻¹
* total charge: 0
* HOMO-LUMO gap: 7.62 eV
* HOMO level: -6.94 eV
* E_LUMO: 0.69 eV

These are the Mulliken partial charges, in e, on atoms 1 to 2:
1. C 0.376
2. C -1.167

No. 2
# C23H74O24

A 14-piece molecular cluster, C23H74O24 overall in a non-equilibrium geometry (the ωB97M-V functional and the def2-TZVPD basis, the Open Molecules 2025 dataset).

XYZ file:
```
121
Properties=species:S:1:pos:R:3:forces:R:3
O 1.19838 2.50416 2.91317 0.0 0.4 0.3
H 1.75912 1.75191 3.17709 -0.4 0.0 -0.4
H 0.34877 2.37308 3.38898 0.4 -0.2 -0.2
O 2.59753 0.11972 3.04120 0.4 -0.2 0.0
H 3.38021 0.39926 3.53169 0.0 -0.2 0.0
H 2.94288 -0.24650 2.20252 0.1 0.5 -0.2
O -1.55566 -0.89608 -3.82186 0.2 0.1 0.0
H -1.80206 -0.15098 -4.38050 0.0 -0.1 -0.1
H -1.34950 -0.50598 -2.95756 -0.1 -0.3 0.2
C -0.69020 -5.46395 0.01059 -0.3 0.4 -0.4
C -1.24038 -4.77313 -1.21586 -0.7 0.8 0.2
O -2.46749 -5.38969 -1.56824 0.2 -0.3 -0.4
O -0.08208 -6.70344 -0.34052 0.2 0.3 0.6
H -1.51981 -5.61960 0.70079 0.0 -0.4 -0.1
H -0.04142 -4.76319 0.54682 0.4 -0.2 -0.1
H -0.53466 -4.74934 -2.05383 0.1 -0.2 0.1
H -1.48292 -3.72691 -0.97342 0.3 0.1 0.2
H -2.74586 -5.01191 -2.40854 -0.1 -0.1 0.1
H 0.83152 -6.50287 -0.56243 0.0 -0.2 -0.1
C -3.17224 1.63077 5.06421 -1.2 1.0 0.6
C -1.78866 2.18330 5.19273 0.5 -0.5 -1.3
O -0.98270 1.50618 4.18902 0.0 0.2 1.0
O -3.23650 0.29493 5.53964 0.3 0.2 -0.3
H -3.53029 1.73363 4.03693 0.3 -0.3 -0.2
H -3.85584 2.28072 5.63065 0.0 -0.1 0.3
H -1.39069 2.11614 6.20646 0.1 -0.4 0.0
H -1.72406 3.22851 4.89336 -0.4 0.1 0.1
H -1.09569 0.55296 4.31593 0.1 0.1 0.0
H -4.03370 -0.09834 5.17275 0.1 -0.1 0.1
C -2.18341 4.78923 1.65391 -1.1 0.1 -0.6
C -3.23681 3.76980 1.24350 0.2 -0.9 2.1
O -4.54775 4.18363 1.64505 -0.2 0.5 -0.8
O -2.36319 5.98079 0.91889 0.8 0.5 -0.4
H -1.18261 4.40037 1.46859 0.0 0.1 0.0
H -2.31344 5.01687 2.72162 0.2 -0.3 0.1
H -3.05758 2.86981 1.85215 0.5 -0.2 -0.3
H -3.19950 3.45484 0.20853 -0.2 0.5 -0.2
H -4.50561 4.47777 2.56003 0.1 -0.1 0.0
H -3.19817 6.40255 1.13531 -0.1 -0.3 0.1
C -4.42025 -2.33303 -0.52571 0.4 0.0 -0.6
C -5.46008 -1.24997 -0.67463 -1.1 0.3 1.1
O -6.12554 -1.37468 -1.92486 0.7 -0.2 -0.6
O -5.00614 -3.62311 -0.56131 -0.1 0.3 0.1
H -3.81632 -2.21493 0.37450 -0.4 -0.1 0.3
H -3.67589 -2.22343 -1.32432 -0.1 0.0 -0.3
H -5.05731 -0.25024 -0.47861 0.4 0.0 -0.5
H -6.24261 -1.34950 0.08777 0.3 -0.3 0.3
H -7.02744 -1.05652 -1.88263 0.0 0.1 0.2
H -5.61572 -3.59136 -1.31090 0.1 -0.2 0.1
C 3.39368 4.09276 0.27945 0.3 0.6 -0.8
C 1.99754 3.86239 -0.27727 -0.4 -0.6 0.6
O 1.40175 2.67405 0.25764 0.0 -0.1 0.0
O 3.43145 4.64643 1.57951 -0.6 -0.5 0.2
H 3.86702 4.83118 -0.37515 0.1 -0.1 0.1
H 4.00984 3.18466 0.25860 -0.2 -0.1 -0.2
H 1.97028 3.68421 -1.35210 0.5 0.3 -0.1
H 1.34009 4.70269 -0.03433 0.2 0.3 -0.1
H 1.27155 2.75360 1.22766 0.0 -0.2 0.1
H 2.92462 4.03786 2.13935 0.1 0.3 0.2
C -2.47552 3.24184 -2.63631 -0.9 -0.9 0.5
C -1.03836 2.89129 -2.25529 -0.8 0.4 -0.1
O -1.05690 2.65931 -0.86201 0.2 -0.2 0.1
O -2.66279 3.61130 -3.98483 0.5 0.1 0.0
H -2.92863 3.94558 -1.92950 0.5 0.5 -0.1
H -3.09055 2.34937 -2.46975 0.1 -0.1 -0.2
H -0.41905 3.74645 -2.55184 0.4 -0.2 0.2
H -0.76002 1.98883 -2.80972 0.3 0.1 -0.1
H -0.15135 2.59264 -0.47490 -0.1 0.1 -0.2
H -2.00892 4.29291 -4.18148 -0.2 0.0 -0.1
C 3.01410 -3.07629 -3.98366 -0.2 -0.5 -0.4
C 1.60319 -2.65111 -3.59930 0.4 0.2 1.0
O 0.56711 -3.22492 -4.37091 0.5 0.1 -0.1
O 3.49910 -2.40255 -5.14177 0.0 -0.2 0.1
H 3.06827 -4.15810 -4.14548 -0.3 -0.1 -0.1
H 3.72429 -2.91070 -3.17185 -0.2 0.5 0.1
H 1.56499 -1.55638 -3.60069 0.0 -0.1 -0.4
H 1.44495 -2.90836 -2.54019 0.1 -0.2 0.1
H -0.19373 -2.66578 -4.17745 -0.4 0.0 -0.3
H 3.30152 -2.97053 -5.89116 -0.1 0.2 -0.1
C 2.73892 0.75372 -2.84740 -0.3 0.0 0.9
C 2.91024 1.77402 -3.94090 0.4 -0.3 0.1
O 3.98121 2.66278 -3.68068 0.2 0.5 0.4
O 3.74127 -0.26362 -2.87715 -0.4 0.2 -0.3
H 1.72836 0.33345 -2.88185 0.2 -0.5 -0.5
H 2.72697 1.19179 -1.84082 0.2 0.5 -0.1
H 1.99667 2.36905 -4.00095 0.1 0.0 -0.3
H 3.14808 1.25884 -4.87891 -0.6 -0.1 0.0
H 4.77315 2.14638 -3.49897 0.0 0.0 -0.2
H 4.48097 -0.00683 -2.32053 0.2 0.1 -0.1
C 5.67850 -1.72343 -0.11135 -1.5 -1.1 -0.3
C 4.15306 -1.53005 -0.10991 1.2 0.6 -1.3
O 3.78649 -0.30340 0.48736 -0.6 0.0 1.6
O 6.26114 -0.80722 -1.03317 0.2 -0.1 0.8
H 5.85678 -2.74447 -0.46692 0.0 -0.1 0.0
H 6.02286 -1.70942 0.92653 0.4 0.6 -0.1
H 3.68405 -2.37297 0.39374 -0.2 0.3 0.2
H 3.80373 -1.43563 -1.14445 0.0 -0.9 0.2
H 4.10758 0.47409 0.02678 0.2 -0.1 -0.3
H 7.18685 -1.07238 -1.06877 0.0 0.4 -0.3
C 0.03173 -4.02676 3.39537 0.6 0.9 0.3
C 1.05007 -2.88795 3.23036 -0.8 0.8 -0.1
O 0.47110 -1.61106 3.60090 -0.1 -0.7 0.3
O -1.23633 -3.59141 2.92300 0.8 0.2 0.1
H -0.03374 -4.26876 4.46076 0.0 -0.3 -0.1
H 0.44727 -4.85294 2.81874 -0.5 -0.3 0.1
H 1.23951 -2.73078 2.16220 0.6 -0.9 0.1
H 1.93217 -3.02743 3.85821 0.2 -0.4 -0.4
H 1.15743 -0.99317 3.31069 -0.2 0.5 0.4
H -1.15416 -2.65595 3.17593 -0.8 0.0 -0.3
C 0.61165 -0.74785 0.34756 0.4 0.4 -0.3
C -0.90801 -0.77188 0.34182 -0.1 0.7 -0.9
C -1.55363 0.17025 1.35804 0.9 -1.0 0.6
O -1.37373 -0.30150 -0.93792 0.1 -0.5 -0.8
H 1.06583 -1.20339 -0.53719 -0.4 -0.4 -0.1
H 1.06472 -1.23803 1.21151 -0.2 0.3 -0.1
H 0.94917 0.28908 0.26947 0.1 0.0 0.4
H -1.25089 -1.80787 0.38311 -0.2 0.1 0.4
H -0.99466 1.10449 1.42680 -0.1 0.1 -0.3
H -1.43767 -0.28661 2.34486 -0.5 0.1 0.0
H -2.58510 0.36560 1.07587 -0.1 -0.1 0.2
H -1.36978 0.66233 -0.93575 0.1 0.4 0.3
```
Positions in Å, forces in eV/Å.

Values from the calculation:
* maximum force: 2.33 eV Å⁻¹
* total charge: 0
* HOMO-LUMO gap: 9.32 eV
* HOMO level: -9.44 eV
* E_LUMO: -0.11 eV

These are the Mulliken partial charges, in e, on atoms 1 to 2:
1. O -0.505
2. H 0.324